1.
Entry from the OMol25 dataset: 10 unconnected molecules or ions with the total composition H19O10 at a distorted geometry (ωB97M-V/def2-TZVPD).

```
29
H19O10, DFT ωB97M-V/def2-TZVPD
O -26.012 -5.478 7.397
O -23.636 -8.579 4.982
O -22.751 -4.822 8.536
O -21.137 -7.487 5.544
O -24.418 -6.969 9.670
O -22.451 -9.207 7.557
O -26.277 -9.036 6.932
O -23.933 -7.069 7.164
O -20.500 -5.601 7.510
O -23.411 -5.498 4.975
H -23.638 -7.932 4.260
H -21.332 -5.194 7.790
H -25.655 -4.949 8.123
H -23.135 -8.525 7.359
H -25.256 -6.012 7.196
H -25.583 -8.416 7.074
H -23.695 -5.917 5.763
H -20.677 -6.024 6.689
H -23.870 -8.047 5.718
H -26.870 -8.538 6.357
H -21.928 -7.976 5.323
H -22.568 -4.588 9.473
H -21.737 -8.691 7.928
H -23.142 -4.662 5.296
H -20.573 -7.793 4.831
H -23.041 -6.974 6.891
H -24.184 -7.026 8.751
H -23.230 -5.649 8.538
H -23.677 -7.088 10.221
```

As for the gap between HOMO and LUMO: 0.37200 Ha. As for the total charge: -1. The calculation puts the maximum force at 0.0554 Eh/bohr. The relative energy (zero: lowest compared OMol25 entry of this formula, charge and spin) comes out at 20.0 kcal/mol.

Here are the natural (NBO) charges for atoms 1 to 6, given in e: -0.976 -0.956 -0.963 -0.981 -0.983 -0.978

***

2.
Entry from the OMol25 dataset: a molecular structure, C13H8Cl2NSTaTe (ωB97M-V/def2-TZVPD).

```
27
C13H8Cl2NSTaTe, DFT ωB97M-V/def2-TZVPD
Ta -0.568 0.027 -1.119
Te 0.498 0.108 -3.289
Cl -0.815 -3.235 2.314
Cl -2.944 0.002 -1.527
S -0.668 -2.209 -0.666
N 0.096 1.651 0.110
C -4.148 -1.067 2.126
C -1.957 -1.648 0.457
C -2.045 -2.189 1.751
C -4.090 -0.474 0.873
C 0.512 2.543 0.727
C -3.134 -1.909 2.564
C 1.847 5.867 1.506
C 2.042 5.733 2.878
C -3.016 -0.791 0.071
C 1.336 4.812 0.781
C 1.019 3.623 1.460
C 1.729 4.551 3.546
C 1.212 3.483 2.846
H -4.866 0.197 0.531
H -4.995 -0.867 2.768
H 2.097 6.793 1.008
H 1.891 4.469 4.612
H 1.181 4.892 -0.287
H 2.447 6.565 3.438
H -3.185 -2.364 3.544
H 0.963 2.556 3.345
```

As for the gap between HOMO and LUMO: 0.27340 Ha. As for the total charge: +2. The calculation puts the maximum force at 0.0109 Eh/bohr. The relative energy (zero: lowest compared OMol25 entry of this formula, charge and spin) comes out at 0.0 kcal/mol.

Here are the natural (NBO) charges for atoms 1 to 6, given in e: 0.851 0.422 0.126 0.257 0.186 -0.677

***

3.
Entry from the OMol25 dataset: C6H8 in the gas phase (ωB97M-V/def2-TZVPD).

```
14
C6H8, DFT ωB97M-V/def2-TZVPD
C 0.029 -0.771 -1.228
C -0.322 -0.915 0.218
C 1.080 -1.171 -0.241
C -0.698 0.280 1.082
C -0.048 2.638 0.038
C -0.316 1.574 0.531
H -1.782 0.292 1.220
H 0.179 3.588 -0.385
H -0.888 -1.797 0.483
H 0.095 0.241 -1.610
H 1.435 -2.196 -0.245
H -0.332 -1.505 -1.936
H -0.265 0.174 2.078
H 1.833 -0.432 -0.004
```

As for the gap between HOMO and LUMO: 0.40493 Ha. The calculation puts the maximum force at 0.0114 Eh/bohr. The relative energy (zero: lowest compared OMol25 entry of this formula, charge and spin) comes out at 41.4 kcal/mol. Its structure (SMILES) is C#CCC1CC1.

Here are the natural (NBO) charges for atoms 1 to 6, given in e: -0.420 -0.216 -0.423 -0.485 -0.269 0.018

***

4.
Entry from the OMol25 dataset: C3H3NO3 in the gas phase at a distorted geometry (ωB97M-V/def2-TZVPD).

```
10
C3H3NO3, DFT ωB97M-V/def2-TZVPD
O -2.289 -0.146 -0.186
O 1.012 0.334 -0.403
O 1.377 -1.117 1.298
N -1.263 0.828 -1.042
C 1.783 -0.453 0.387
C -1.204 -0.338 0.637
C -0.326 0.258 -0.173
H 2.826 -0.364 0.063
H -1.262 -0.627 1.675
H -1.040 0.624 -2.038
```

As for the gap between HOMO and LUMO: 0.33281 Ha. The calculation puts the maximum force at 0.0437 Eh/bohr. The relative energy (zero: lowest compared OMol25 entry of this formula, charge and spin) comes out at 116.2 kcal/mol. Its structure (SMILES) is O=COc1co[nH]1.

Here are the natural (NBO) charges for atoms 1 to 6, given in e: -0.338 -0.476 -0.546 -0.293 0.643 0.012

***

no.,total energy (eV),HOMO (eV),lowest unoccupied orbital energy (Ha)
1,-20785.65117,-7.00,0.115
2,-59809.57248,-15.87,-0.310
3,-6348.99072,-9.85,0.043
4,-10787.66297,-8.63,0.016